1.
16
Properties=species:S:1:pos:R:3:lowdin_charge:R:1 method="wB97M-V/def2-TZVPD" orbital_gap_ev=10.74 e_lumo_ha=-0.1645 e_above_lowest_kj_mol=5.61 total_charge=+1
O -2.43607 -1.09249 0.07362 0.258
O -1.43935 1.01810 -0.49372 0.133
N 1.36433 -1.44020 -0.55152 0.217
C -0.19845 1.67743 -0.32583 -0.136
C 0.60233 0.83480 0.68244 -0.136
C 0.04386 -0.54744 0.56397 0.091
B -1.42388 -0.25765 -0.05415 -0.635
H 0.17336 -1.19533 1.41992 0.130
H 1.15421 -2.43264 -0.47869 0.130
H 2.28210 -1.20824 -0.18626 0.124
H 0.38501 1.18512 1.69732 0.149
H -3.32086 -0.78055 -0.12602 0.140
H 0.29739 1.74167 -1.30046 0.136
H -0.38724 2.69126 0.03258 0.142
H 1.67978 0.91713 0.54903 0.127
H 1.22347 -1.11098 -1.50221 0.129

2.
16
Properties=species:S:1:pos:R:3:lowdin_charge:R:1 method="wB97M-V/def2-TZVPD" orbital_gap_ev=8.00 e_lumo_ha=-0.2127 e_above_lowest_kj_mol=374.33 total_charge=+1
O 1.75040 2.16665 1.11059 -0.010
O 0.63245 -0.59409 1.32017 0.151
N -1.05654 1.01000 -1.45794 0.065
C -1.12467 0.11738 -0.30558 -0.220
C -0.53563 -1.33852 -0.57220 -0.062
C 0.56604 -1.77226 0.50709 -0.062
B -0.09563 0.33389 0.86183 0.042
H -0.35814 1.66449 -1.47058 0.045
H -0.24170 -1.47880 -1.61062 0.124
H -1.47073 -1.98799 -0.51791 0.144
H 2.70078 2.29245 0.95889 0.088
H -2.20123 -0.01550 -0.07679 0.157
H -2.02868 1.39613 -1.67741 0.141
H 1.46248 2.82734 1.73099 0.058
H 0.36388 -2.75378 1.11246 0.176
H 1.63694 -1.86739 0.08700 0.164

3.
16
Properties=species:S:1:pos:R:3:lowdin_charge:R:1 method="wB97M-V/def2-TZVPD" orbital_gap_ev=10.38 e_lumo_ha=-0.1311 e_above_lowest_kj_mol=44.08 smiles="C=C[C@H]([NH3+])B(O)O" total_charge=+1
O 1.50337 1.72010 -0.44311 0.171
O 2.14192 -0.37324 0.65912 0.256
N -0.13815 -1.80735 -0.40504 0.240
C -1.05002 0.34220 0.62430 -0.170
C -0.17259 -0.32600 -0.40702 -0.190
C -1.93610 1.19750 0.24939 0.031
B 1.34674 0.37920 -0.04338 -0.591
H -2.09312 1.45403 -0.78336 0.070
H 2.19480 2.17093 0.04088 0.109
H 2.96273 -0.08520 1.01102 0.122
H -0.36515 0.07538 -1.47203 0.182
H -1.01563 -2.06486 -0.86626 0.185
H -2.72418 1.86997 0.74768 0.118
H -1.01666 -0.05790 1.68112 0.147
H 0.46390 -2.21305 -1.06125 0.153
H -0.10184 -2.28170 0.46793 0.168

4.
16
Properties=species:S:1:pos:R:3:lowdin_charge:R:1 method="wB97M-V/def2-TZVPD" orbital_gap_ev="6.89 / 8.67" e_lumo_ha="-0.0047 / 0.0093" e_above_lowest_kj_mol=344.75
S 2.23037 0.92159 0.12672 0.793
O -2.50680 -1.13253 -0.25276 0.177
O -2.49498 1.18972 -0.28949 0.142
C 2.74889 -0.81556 -0.02049 -0.387
C 0.79651 0.96337 -0.68259 -0.456
C -0.97382 0.05851 1.29118 0.130
B -2.01914 0.02821 0.17105 -0.934
H 2.87597 -1.41108 0.93975 0.058
H 0.00849 0.14499 -0.63813 0.018
H 3.77941 -0.81139 -0.45440 0.034
H 0.50932 1.99230 -0.65816 0.001
H -3.20058 1.27086 -1.03251 0.163
H 2.02626 -1.23958 -0.72106 0.029
H -0.35277 0.88155 1.62819 0.024
H -2.84178 -1.08652 -1.15440 0.111
H -0.58535 -0.95444 1.74711 0.094

5.
14
Properties=species:S:1:pos:R:3:lowdin_spin:R:1 method="wB97M-V/def2-TZVPD" orbital_gap_ev="5.57 / 7.35" multiplicity=3 e_lumo_ha="0.0236 / -0.0656" e_above_lowest_kj_mol=158.43
S -0.63612 -0.81418 1.39871 0.015
C -1.54039 -1.96383 2.46199 0.002
C 0.05473 -0.04880 -2.12015 0.819
C 1.92598 2.09948 -1.34777 0.150
B 0.82100 1.01160 -1.79287 0.799
H -0.00383 -0.27419 -3.19162 0.077
H -1.04116 -2.86719 2.41656 0.000
H 2.48792 1.58248 -0.57710 0.017
H 1.54049 3.03163 -0.87667 0.009
H -1.70277 -1.58065 3.50866 0.000
H -0.50641 -0.47646 -1.31925 0.074
H 2.81376 2.29903 -2.05852 0.037
H -1.66057 0.15312 1.30562 0.002
H -2.55263 -2.15203 2.19242 0.000

6.
17
Properties=species:S:1:pos:R:3:lowdin_charge:R:1 method="wB97M-V/def2-TZVPD" orbital_gap_ev=8.61 e_lumo_ha=-0.1233 e_above_lowest_kj_mol=147.34 total_charge=+1
Br 1.35003 0.94909 1.91443 0.530
Br -0.74898 -1.61085 1.73441 0.602
O -0.61849 2.36225 0.05111 0.057
N 1.48505 -1.12261 -0.05539 -0.210
N -2.30195 0.84874 0.65703 0.163
C 1.45920 -1.15268 -1.51379 -0.029
C 0.34188 -0.38047 0.63830 -0.978
C -1.46803 1.41316 -0.20192 -0.235
H 1.31144 -2.07615 0.22716 0.101
H -2.14534 0.87427 1.60918 0.069
H 2.45168 -1.59410 -1.84695 0.132
H -1.60172 1.25048 -1.18425 0.123
H -0.79377 2.66875 1.01042 0.162
H 1.26218 -0.07403 -1.71583 0.111
H 0.60624 -1.85387 -1.70376 0.118
H -2.95545 0.14893 0.20609 0.174
H 2.36601 -0.65089 0.17377 0.111